Entry 1:
Density functional theory data (the ωB97M-V functional and the def2-TZVPD basis) for a 10-piece molecular cluster, H19O10 overall in a non-equilibrium geometry.

CARTESIAN COORDINATES (ANGSTROEM)
H1 -0.73 0.06 0.99
O1 1.02 -1.16 1.10
H2 1.95 -1.76 2.59
H3 -0.33 -1.88 -1.26
O2 -1.11 0.39 1.81
O3 -2.01 -0.91 -2.96
O4 -2.72 2.70 0.38
O5 2.67 1.23 1.71
H4 1.71 0.86 -1.95
O6 -0.22 2.12 -0.45
H5 1.42 -1.21 -1.40
H6 -2.09 3.19 -0.17
H7 -0.35 2.88 0.12
H8 -2.87 -1.31 -2.84
O7 1.68 -2.35 3.29
H9 3.30 0.52 1.63
H10 -1.43 -1.47 -2.37
H11 0.79 -0.95 0.02
H12 -2.33 2.07 0.99
H13 1.90 1.17 1.14
H14 0.01 2.44 -1.33
H15 -1.34 -1.93 -0.33
O8 1.09 1.36 -2.51
H16 0.81 0.46 -2.89
H17 0.81 -0.30 1.50
H18 1.59 -3.12 2.68
O9 0.53 -0.86 -1.30
H19 -0.41 0.58 2.43
O10 -1.23 -2.55 -1.06

E_tot	-20783.671	eV
strongest force on any atom	3.157	eV/A
total charge	-1
highest occupied orbital energy	-6.426	eV
energy relative to the best compared isomer or geometry (same formula, charge and spin)	2.846	eV


Entry 2:
Density functional theory data (the ωB97M-V functional and the def2-TZVPD basis) for a 2-piece molecular cluster, C2H3I2NO overall in a non-equilibrium geometry.

CARTESIAN COORDINATES (ANGSTROEM)
H1 -0.63 -0.23 0.87
C1 0.18 -0.18 0.15
O1 1.21 -1.12 0.19
H2 -0.29 -0.16 -0.93
I1 4.48 2.43 -0.14
C2 3.55 -0.97 -0.19
H3 0.52 0.75 0.19
N1 2.43 -0.64 -0.16
I2 4.91 -2.50 0.15

E_tot	-21855.802	eV
strongest force on any atom	4.678	eV/A
highest occupied orbital energy (spin up / spin down)	-9.740 / -7.934	eV
energy relative to the best compared isomer or geometry (same formula, charge and spin)	5.571	eV


Entry 3:
Density functional theory data (the ωB97M-V functional and the def2-TZVPD basis) for a 2-piece molecular cluster, H2N2O3Si overall in a non-equilibrium geometry.

CARTESIAN COORDINATES (ANGSTROEM)
N1 2.65 0.44 0.01
N2 2.69 -0.72 -0.05
H1 -3.56 0.16 1.07
H2 -3.34 -0.29 -1.20
Si1 -2.59 0.23 -0.04
O1 2.35 -1.82 0.37
O2 -1.11 0.47 0.20
O3 2.91 1.53 -0.36

E_tot	-17026.169	eV
strongest force on any atom	3.083	eV/A
highest occupied orbital energy	-9.777	eV
energy relative to the best compared isomer or geometry (same formula, charge and spin)	2.214	eV
SMILES	O=[SiH2].O=NN=O